ORCA calculation (ωB97M-V/def2-TZVPD) on a 3-piece molecular cluster, C31H61ClN4O7S3 overall in a non-equilibrium geometry.

The geometry in XYZ format:
```
107
Properties=species:S:1:pos:R:3
C 1.16 -0.70 2.95
C 0.48 -1.91 2.26
N 1.50 -2.90 1.86
C 1.42 -4.15 2.62
C 1.69 -3.90 4.10
C 1.61 -3.10 0.49
S 3.06 -3.40 -0.17
S 0.15 -3.14 -0.57
C -0.02 -1.45 -1.19
C 1.27 -0.84 -1.74
C 1.06 0.64 -2.10
N 0.70 0.79 -3.51
O 1.89 1.03 -4.27
C -0.18 1.88 -3.83
O -0.75 1.91 -4.91
O -0.36 2.84 -2.88
C 0.47 3.99 -3.08
C 1.67 4.03 -2.11
C 1.97 5.45 -1.70
C 2.45 6.33 -2.85
S 4.22 6.27 -3.01
O 4.79 7.41 -2.37
O 4.69 4.99 -2.61
Cl 4.49 6.40 -5.03
H 1.08 -0.74 4.02
H 2.19 -0.71 2.63
H 0.73 0.21 2.55
H -0.21 -2.38 2.94
H -0.06 -1.53 1.41
H 0.46 -4.65 2.50
H 2.23 -4.77 2.27
H 0.77 -3.64 4.62
H 2.11 -4.77 4.58
H 2.38 -3.07 4.24
H -0.43 -0.80 -0.42
H -0.74 -1.46 -2.00
H 2.04 -0.86 -0.98
H 1.55 -1.42 -2.60
H 0.28 1.05 -1.48
H 1.99 1.16 -1.89
H 1.84 0.38 -4.98
H 0.85 3.96 -4.09
H -0.12 4.89 -2.99
H 1.42 3.40 -1.27
H 2.52 3.58 -2.62
H 2.72 5.47 -0.91
H 1.09 5.94 -1.29
H 2.18 7.36 -2.65
H 1.98 6.09 -3.80
C -0.94 -5.81 -5.95
C -1.92 -5.10 -4.99
C -3.33 -5.11 -5.59
C -3.49 -4.13 -6.76
C -3.05 -2.73 -6.36
C -1.63 -2.69 -5.78
N -1.47 -3.71 -4.70
O -2.01 -3.29 -3.60
C -0.59 -2.90 -6.90
C -1.35 -1.30 -5.22
C -1.91 -5.92 -3.71
H 0.09 -5.50 -5.76
H -0.98 -6.89 -5.81
H -1.16 -5.63 -7.00
H -4.05 -4.85 -4.82
H -3.57 -6.12 -5.92
H -2.94 -4.48 -7.63
H -4.54 -4.11 -7.06
H -3.09 -2.06 -7.23
H -3.75 -2.33 -5.63
H 0.41 -3.00 -6.48
H -0.59 -2.03 -7.56
H -0.79 -3.76 -7.53
H -2.09 -0.99 -4.48
H -1.38 -0.57 -6.03
H -0.37 -1.25 -4.75
H -0.93 -5.92 -3.25
H -2.18 -6.96 -3.94
H -2.64 -5.56 -2.98
C -1.88 3.94 6.09
C -1.74 2.46 6.49
C -1.87 2.31 8.01
C -0.64 2.81 8.77
C 0.63 2.16 8.24
C 0.80 2.31 6.73
N -0.44 1.90 6.01
O -0.51 0.61 5.94
C 1.18 3.76 6.38
C 1.98 1.46 6.26
C -2.90 1.73 5.81
H -1.43 4.13 5.12
H -2.94 4.21 6.02
H -1.45 4.63 6.81
H -2.03 1.25 8.26
H -2.76 2.84 8.34
H -0.57 3.90 8.72
H -0.76 2.57 9.83
H 1.50 2.59 8.74
H 0.62 1.10 8.50
H 1.17 3.92 5.30
H 2.18 3.98 6.74
H 0.53 4.51 6.84
H 1.87 0.42 6.54
H 2.89 1.83 6.71
H 2.09 1.51 5.17
H -2.82 1.80 4.73
H -3.84 2.19 6.12
H -2.94 0.68 6.09
```

Summary:
HOMO level (spin up / spin down) = -0.2899 / -0.2899 Eh
calculated total energy = -3618.0034 Ha
F_max = 2.81 eV/Å
E_LUMO (spin up / spin down) = -0.1 / -0.1 eV
M = 733.5 g mol⁻¹
spin multiplicity = 3

***

ORCA calculation (ωB97M-V/def2-TZVPD) on a 12-piece molecular cluster, C31H62ClF12N9O17S4 overall in a non-equilibrium geometry.

The geometry in XYZ format:
```
136
Properties=species:S:1:pos:R:3
C -11.51 20.67 7.95
C -11.07 21.98 8.46
O -9.99 22.37 8.57
N -12.17 22.86 9.02
H -12.12 23.70 8.39
H -13.12 22.51 8.82
C -12.11 23.05 10.50
H -10.81 20.19 7.26
H -12.52 20.62 7.58
H -11.33 20.00 8.82
H -11.19 23.57 10.73
H -12.04 22.03 10.88
H -12.96 23.61 10.86
C -9.41 14.36 11.06
C -9.89 15.61 10.41
O -10.58 16.36 10.93
N -9.59 15.93 8.98
H -9.07 16.83 8.96
H -8.88 15.35 8.52
C -10.84 16.07 8.12
H -9.99 13.50 10.69
H -9.73 14.52 12.09
H -8.36 14.17 10.86
H -10.48 16.21 7.11
H -11.34 16.97 8.44
H -11.55 15.24 8.21
C -20.82 21.71 12.12
C -19.63 22.54 11.82
O -19.52 23.66 11.82
N -18.40 21.77 11.47
H -18.66 20.97 10.84
H -17.78 22.43 10.98
C -17.70 21.29 12.74
H -20.76 21.47 13.19
H -20.85 20.87 11.42
H -21.74 22.27 12.05
H -16.69 21.15 12.36
H -18.16 20.33 12.98
H -17.67 21.99 13.56
C -14.40 17.91 9.47
C -13.43 18.22 10.53
O -12.55 19.04 10.38
N -13.68 17.68 11.90
H -13.80 16.62 11.86
H -12.81 17.83 12.45
C -14.79 18.32 12.58
H -13.95 17.70 8.50
H -15.12 18.71 9.25
H -15.01 17.06 9.77
H -14.87 17.84 13.55
H -15.71 18.16 12.02
H -14.75 19.41 12.62
C -13.31 20.75 18.77
C -14.73 20.39 18.50
O -15.64 20.79 19.12
N -14.99 19.75 17.15
H -16.04 19.83 17.03
H -14.56 20.37 16.47
C -14.52 18.31 17.03
H -12.91 21.39 17.96
H -12.59 19.93 18.65
H -13.17 21.17 19.75
H -13.49 18.36 16.72
H -15.08 17.94 16.18
H -14.70 17.67 17.89
C -10.06 19.82 13.56
C -9.35 19.10 14.70
N -8.05 18.54 14.33
C -6.98 19.27 13.94
C -6.00 18.44 13.62
N -6.54 17.18 13.76
C -7.76 17.27 14.15
C -5.89 15.98 13.20
H -10.03 19.15 12.69
H -9.61 20.76 13.24
H -11.10 19.93 13.88
H -9.95 18.24 15.02
H -9.19 19.76 15.55
H -7.05 20.34 13.89
H -5.06 18.67 13.17
H -8.45 16.45 14.25
H -6.51 15.13 13.46
H -4.96 15.83 13.74
H -5.75 16.11 12.14
C -15.58 15.09 13.72
C -16.73 15.31 12.76
N -18.03 14.94 13.33
C -18.45 13.64 13.48
C -19.68 13.69 13.98
N -19.94 15.02 14.27
C -18.93 15.74 13.82
C -21.24 15.54 14.69
H -15.62 15.78 14.56
H -14.67 15.24 13.15
H -15.54 14.04 14.01
H -16.58 14.71 11.87
H -16.79 16.35 12.49
H -17.88 12.79 13.15
H -20.36 12.98 14.44
H -18.89 16.81 13.83
H -21.67 16.21 13.95
H -21.07 15.97 15.67
H -21.99 14.76 14.80
Cl -12.56 16.62 14.96
C -13.57 16.51 4.04
F -12.86 17.38 3.28
F -14.74 16.34 3.47
F -12.94 15.35 4.11
S -13.80 17.28 5.72
O -14.38 16.25 6.55
O -12.48 17.68 6.22
O -14.74 18.35 5.45
C -14.71 12.63 10.84
F -14.37 12.28 12.11
F -14.40 11.65 10.07
F -16.00 12.88 10.79
S -13.70 14.14 10.40
O -13.69 14.27 8.97
O -14.37 15.26 11.07
O -12.39 13.82 10.94
C -20.85 17.59 10.28
F -21.57 17.40 9.20
F -21.52 18.39 11.13
F -20.70 16.37 10.82
S -19.15 18.22 9.78
O -19.21 19.63 10.20
O -18.21 17.47 10.58
O -19.09 18.01 8.39
C -18.12 17.48 16.79
F -17.19 17.77 17.74
F -17.76 16.29 16.29
F -19.30 17.43 17.34
S -18.01 18.76 15.42
O -17.02 18.21 14.51
O -19.33 18.92 14.87
O -17.61 19.97 16.14
```

Summary:
HOMO level = -0.4199 Eh
calculated total energy = -6241.0503 Ha
F_max = 7.24 eV/Å
total charge = +2
E_LUMO = -5.2 eV
M = 1224.6 g mol⁻¹

***

ORCA calculation (ωB97M-V/def2-TZVPD) on C31H62O13 as an isolated structure in a non-equilibrium geometry.

The geometry in XYZ format:
```
106
Properties=species:S:1:pos:R:3
O 0.34 4.33 -2.09
C -0.32 3.84 -2.98
O 0.23 2.92 -3.75
C 1.51 2.49 -3.43
C 1.88 1.50 -4.66
C -1.69 4.27 -3.43
H 1.66 1.81 -2.55
H 2.37 3.28 -3.18
H 1.93 1.93 -5.66
H 1.22 0.82 -4.94
H 2.84 0.91 -4.59
H -1.93 4.18 -4.46
H -1.95 5.24 -3.02
H -2.38 3.52 -3.14
O 1.90 -0.99 -1.82
C 1.44 -2.01 -2.32
O 1.74 -3.37 -1.99
C 2.96 -3.57 -1.26
C 3.05 -4.99 -1.14
C 0.07 -1.96 -2.98
H 2.83 -3.08 -0.19
H 3.82 -3.21 -1.79
H 3.37 -5.38 -2.14
H 2.16 -5.63 -0.82
H 3.62 -5.22 -0.12
H -0.71 -1.13 -2.47
H -0.45 -2.93 -2.99
H 0.25 -1.69 -4.01
O -0.45 -5.39 -2.70
C -0.22 -6.34 -1.90
O 0.07 -6.10 -0.57
C 0.19 -4.81 -0.06
C -1.21 -4.33 0.34
C -0.27 -7.79 -2.39
H 0.59 -3.98 -0.80
H 0.87 -4.63 0.84
H -1.63 -5.28 0.69
H -1.85 -3.81 -0.46
H -1.33 -3.80 1.20
H 0.70 -8.48 -2.32
H -0.72 -7.88 -3.27
H -1.00 -8.25 -1.69
O 2.52 6.30 1.48
C 2.02 5.29 0.85
O 2.30 3.95 1.11
C 3.32 3.64 2.12
C 3.40 2.15 2.16
C 0.95 5.39 -0.17
H 2.98 4.11 3.05
H 4.18 3.99 1.94
H 2.51 1.73 2.50
H 4.23 1.67 2.86
H 3.41 1.64 1.15
H 1.58 5.12 -1.10
H 0.55 6.36 -0.32
H 0.19 4.72 0.07
C -0.04 0.89 0.47
C -0.14 0.03 1.76
O -0.50 0.61 2.79
C -0.01 -1.31 1.46
H -0.91 0.65 -0.22
H 1.05 0.59 0.02
H -0.02 1.90 0.69
H -0.56 -1.55 0.56
H -0.26 -1.87 2.30
H 0.89 -1.55 1.26
C -2.64 4.20 -0.26
C -2.99 2.70 -0.50
O -3.76 2.32 -1.41
C -2.40 1.79 0.52
H -3.31 4.79 -0.83
H -1.63 4.30 -0.53
H -2.99 4.53 0.85
H -1.29 2.04 0.62
H -2.50 0.76 0.28
H -2.81 2.00 1.55
C 0.70 -1.80 5.55
C -0.22 -2.86 4.87
O 0.26 -3.92 4.11
C -1.68 -2.71 5.22
H 1.65 -1.93 4.97
H 0.94 -2.23 6.34
H 0.11 -0.90 5.65
H -2.04 -2.87 6.16
H -2.06 -3.72 4.64
H -2.09 -1.81 4.77
C -2.59 -3.31 -3.70
C -1.98 -1.99 -3.36
O -1.11 -1.37 -4.28
C -2.54 -1.31 -2.01
H -3.59 -2.76 -4.19
H -2.73 -4.12 -2.86
H -2.25 -3.79 -4.82
H -1.81 -1.92 -1.43
H -3.72 -1.14 -1.91
H -2.24 -0.13 -1.89
C -0.36 3.51 3.58
C 0.10 4.75 4.46
O 1.25 4.77 5.13
C -0.64 6.06 4.27
H 0.31 3.21 2.83
H -1.29 3.72 2.95
H -0.51 2.71 4.28
H -0.47 6.47 3.31
H -0.39 6.72 4.92
H -1.81 5.80 4.30
```

Summary:
HOMO level = -0.3035 Eh
energy above the lowest of the compared OMol25 structures with the same formula, charge and spin = 9.584 eV
calculated total energy = -2195.7337 Ha
F_max = 12.28 eV/Å
E_LUMO = 0.2 eV
M = 642.8 g mol⁻¹

***

ORCA calculation (ωB97M-V/def2-TZVPD) on a 6-piece molecular cluster, C31H63F5I3N4O7S5 overall in a non-equilibrium geometry.

The geometry in XYZ format:
```
118
Properties=species:S:1:pos:R:3
C 1.12 -1.54 2.53
C 0.79 -0.38 2.66
C 0.36 0.99 2.84
C -0.96 1.30 2.15
O -1.31 2.68 2.34
C -2.70 2.90 2.24
C -3.30 2.90 3.66
F -2.56 2.23 4.53
F -3.22 4.17 4.08
C -4.78 2.49 3.91
F -4.92 2.26 5.20
F -5.18 1.41 3.29
F -5.57 3.51 3.66
C -3.33 1.99 1.18
C -4.66 2.46 0.63
C -5.47 1.29 0.03
O -6.76 1.68 -0.31
C -7.67 1.68 0.78
C -8.09 3.09 1.21
N -2.37 1.55 0.11
C -2.19 2.48 -1.04
C -1.80 3.93 -0.75
C -2.86 4.97 -1.22
I -3.40 6.35 0.34
C -1.12 0.86 0.70
C 0.21 1.21 -0.07
C 1.15 2.43 0.05
N 2.52 1.89 0.32
N 0.92 3.56 0.94
N 1.26 3.02 -1.31
C -1.32 -0.63 0.37
I -0.69 -1.29 -1.59
C -1.88 -1.63 1.05
C -1.99 -3.05 0.58
I -2.81 -1.45 2.94
H 1.36 -2.55 2.73
H 0.19 1.11 3.90
H 1.13 1.72 2.61
H -1.65 0.85 2.84
H -2.81 3.92 1.87
H -3.58 1.05 1.67
H -5.30 2.89 1.40
H -4.58 3.21 -0.15
H -5.46 0.50 0.79
H -4.94 0.87 -0.83
H -8.56 1.15 0.46
H -7.29 1.16 1.66
H -8.53 3.08 2.20
H -7.27 3.80 1.21
H -8.84 3.47 0.52
H -2.90 0.79 -0.31
H -1.57 2.09 -1.84
H -3.15 2.53 -1.56
H -1.51 4.15 0.27
H -0.93 4.15 -1.36
H -2.44 5.59 -1.99
H -3.73 4.50 -1.66
H 0.83 0.35 0.16
H 0.07 1.10 -1.13
H 2.83 2.06 1.27
H 3.19 2.34 -0.29
H 1.74 3.87 1.44
H 0.61 4.37 0.42
H 1.62 2.34 -1.97
H 1.89 3.81 -1.28
H -1.01 -3.48 0.40
H -2.46 -3.68 1.34
H -2.62 -3.12 -0.30
C 3.17 3.66 -6.42
S 3.08 4.23 -4.72
O 2.36 3.18 -3.95
C 1.91 5.55 -5.03
H 3.83 2.79 -6.45
H 2.18 3.37 -6.77
H 3.58 4.45 -7.05
H 1.00 5.14 -5.46
H 2.36 6.29 -5.69
H 1.68 6.02 -4.07
C 5.72 -4.27 1.99
S 4.67 -4.44 3.43
O 3.26 -4.24 2.98
C 5.19 -2.91 4.23
H 5.53 -5.11 1.33
H 5.49 -3.33 1.47
H 6.76 -4.28 2.30
H 4.99 -2.07 3.57
H 6.25 -2.97 4.47
H 4.61 -2.80 5.15
C -3.21 0.10 -5.33
S -1.57 0.50 -4.71
O -1.59 1.93 -4.28
C -0.74 0.42 -6.30
H -3.90 0.14 -4.50
H -3.50 0.83 -6.09
H -3.20 -0.90 -5.76
H -1.20 1.13 -6.99
H -0.81 -0.60 -6.70
H 0.31 0.68 -6.15
C 2.33 -6.06 -2.29
S 1.27 -6.22 -0.84
O -0.13 -5.96 -1.29
C 1.83 -4.73 -0.02
H 2.10 -6.88 -2.97
H 2.13 -5.11 -2.78
H 3.37 -6.12 -1.98
H 1.66 -3.87 -0.67
H 2.89 -4.82 0.22
H 1.27 -4.62 0.90
C 7.34 -8.33 3.89
S 8.55 -7.05 3.56
O 7.84 -5.95 2.83
C 9.49 -7.97 2.33
H 6.62 -7.94 4.60
H 6.82 -8.60 2.96
H 7.84 -9.20 4.31
H 8.83 -8.26 1.51
H 9.92 -8.85 2.80
H 10.28 -7.33 1.96
```

Summary:
HOMO level = -0.3798 Eh
calculated total energy = -5347.5166 Ha
F_max = 3.54 eV/Å
total charge = +1
E_LUMO = -2.3 eV
M = 1239.9 g mol⁻¹

***

The lowest M belongs to which entry?
C31H62O13